This record from the Open Molecules 2025 dataset describes one molecule with the formula C5H8N2O at a distorted geometry. The level of theory is wB97M-V/def2-TZVPD.

XYZ file:
```
16
Properties=species:S:1:pos:R:3
C -0.04675 1.06731 -0.53449
C 0.51841 -0.66455 0.91500
C -0.29022 -1.85536 0.23811
C 0.03945 -1.68561 -1.14499
C 0.73853 -0.22596 -0.56944
H -0.15427 2.99202 -0.92018
H -0.68422 1.75445 1.42491
H 1.50480 -0.84136 1.32490
H -0.42707 -2.80197 0.78768
H -1.34663 -1.84110 0.18162
H 0.84126 -2.17429 -1.87414
H -0.81643 -1.42523 -1.75709
H 1.61160 0.07955 -1.26262
N -0.02036 2.01617 -1.34012
N -0.84734 1.01541 0.73062
O -0.02646 0.40273 1.61704
```

Results
Molar mass, g/mol: 112.1
2S+1: 1
E, Eh: -379.84402
Energy relative to the best compared isomer or geometry (same formula, charge and spin), kcal per mole: 153.2
SMILES: [H]/N=C1\NO[C@H]2CC[C@@H]12